The following is a DFT calculation (ωB97M-V/def2-TZVPD) of an isolated molecule of C7H8O.

Each line ends with the Mulliken charge.
Element x y z (Å)
C1 -0.5322 -0.0654 -0.1520  1.127
C2 -0.8740 0.4636 1.2218  -1.316
C3 -1.0216 0.7651 -1.3058  -1.387
O1 -0.7778 -1.3963 -0.3560  -0.155
C4 0.0531 -2.2996 0.2167  -0.521
C5 1.3458 -0.2921 -0.0419  0.139
C6 1.2830 -1.8021 0.3818  -0.511
C7 2.0871 0.6698 -0.2391  -0.346
H1 -0.5187 -0.2017 2.0043  0.361
H2 -0.4399 1.4526 1.3588  0.343
H3 -1.9620 0.5495 1.2893  0.380
H4 -0.6412 0.3761 -2.2490  0.349
H5 -2.1151 0.7246 -1.3291  0.383
H6 -0.7224 1.8048 -1.1818  0.359
H7 2.1397 -2.2606 0.8410  0.403
H8 2.6963 1.5117 -0.4590  0.392

Cartesian forces (eV/Å) of the 6 atoms listed first:
C 0.5 -0.4 0.2
C 0.1 0.0 -0.1
C 0.1 0.0 0.0
O 0.2 0.1 0.0
C -0.3 -0.1 -0.1
C -0.2 -0.9 0.0

Results
Energy above the lowest of the compared OMol25 structures with the same formula, charge and spin ... 661.02 kJ/mol
Net charge ... 0
Molar mass ... 108.140 g mol⁻¹
Energy ... -9429.3913 eV
Kohn-Sham gap (spin up / spin down) ... 6.60 / 6.61 eV

The following is a DFT calculation (ωB97M-V/def2-TZVPD) of an isolated molecule of C7H8O.

Each line ends with the Mulliken charge.
Element x y z (Å)
C1 -1.3898 0.4059 -2.4041  -0.919
C2 -0.1832 0.4858 -1.7020  -0.042
C3 -0.2906 0.4721 -0.1744  -0.014
C4 1.3446 0.6302 1.3845  -0.108
C5 0.7372 -0.5402 1.7718  -0.679
C6 -0.1043 -0.7807 0.5804  0.853
C7 -0.6508 -2.0082 0.3210  -0.911
H1 -2.3246 0.6840 -1.8849  0.246
H2 -1.3253 0.2820 -3.3716  0.384
H3 0.9672 0.2970 -1.8631  0.233
H4 -1.2868 1.0658 -0.0315  0.215
H5 2.0542 1.0854 2.1752  0.299
H6 1.2534 -1.2166 2.6070  0.265
H7 -1.4127 -2.1392 -0.4914  0.263
H8 -0.5210 -2.8478 1.0277  0.281
O1 0.7271 1.3499 0.3962  -0.367

Cartesian forces (eV/Å) of the 6 atoms listed first:
C 3.5 1.6 6.1
C -0.7 -1.9 0.9
C -1.6 3.1 -0.6
C -0.5 0.1 3.9
C 2.8 0.8 -1.0
C -1.8 -4.4 1.1

Results
Energy above the lowest of the compared OMol25 structures with the same formula, charge and spin ... 408.19 kJ/mol
SMILES ... C=C[C@@H]1OC=CC1=C
Net charge ... 0
Molar mass ... 108.140 g mol⁻¹
Energy ... -9432.0117 eV
Kohn-Sham gap ... 8.96 eV

The following is a DFT calculation (ωB97M-V/def2-TZVPD) of an isolated molecule of C7H8O.

Each line ends with the Mulliken charge.
Element x y z (Å)
C1 0.9569 1.4797 0.1615  0.025
C2 2.2014 0.8653 0.3931  -0.716
C3 -0.1137 0.7658 -0.1816  0.146
C4 2.1234 -1.5720 0.0400  -0.019
C5 -1.5992 0.8487 -0.3944  -0.943
C6 -0.7733 -0.4569 -0.5789  0.207
C7 -1.0371 -1.5755 0.4309  -1.137
O1 2.2243 -0.4396 0.1013  0.166
H1 1.0907 2.6141 0.3235  0.304
H2 3.0381 1.2783 -0.0316  0.274
H3 -2.2578 0.9552 0.4658  0.208
H4 -1.9824 1.3782 -1.2599  0.233
H5 -0.6127 -0.6582 -1.6470  0.333
H6 -0.1389 -1.7678 1.0118  0.237
H7 -1.2154 -2.4418 -0.0006  0.392
H8 -1.9044 -1.2735 1.1662  0.289

Cartesian forces (eV/Å) of the 6 atoms listed first:
C -0.3 1.0 0.1
C -0.1 1.0 0.8
C -1.4 2.2 0.5
C -0.2 -2.3 -0.3
C 1.1 0.1 -0.3
C -0.9 0.2 0.0

Results
Energy above the lowest of the compared OMol25 structures with the same formula, charge and spin ... 763.06 kJ/mol
Net charge ... 0
Molar mass ... 108.140 g mol⁻¹
Energy ... -9428.3338 eV
Kohn-Sham gap ... 7.59 eV

The following is a DFT calculation (ωB97M-V/def2-TZVPD) of an isolated molecule of C7H8O2.

Each line ends with the Mulliken charge.
Element x y z (Å)
C1 0.7188 1.4186 -0.7291  -0.559
C2 -0.2600 0.6744 -1.2179  -0.931
C3 -2.2579 -0.4553 -0.2002  -0.449
C4 1.4470 -0.3860 0.6873  -0.572
C5 0.2593 -1.2359 0.3318  -0.851
C6 0.8278 1.0625 0.7384  -0.207
C7 -0.7690 -0.1427 0.0203  1.407
O1 -3.2476 -0.0914 0.3395  -0.437
O2 -0.5895 0.7741 1.0627  -0.482
H1 1.3810 2.1028 -1.3247  0.348
H2 -0.6401 0.5716 -2.1341  0.557
H3 -2.4285 -1.0947 -1.0142  0.380
H4 1.6915 -0.7029 1.7050  0.315
H5 2.1059 -0.3757 -0.1733  0.395
H6 0.5213 -2.0250 -0.4716  0.266
H7 -0.0608 -1.9728 1.1179  0.329
H8 1.3006 1.8784 1.2622  0.491

Cartesian forces (eV/Å) of the 6 atoms listed first:
C 0.2 0.7 -1.3
C 1.0 -0.3 3.9
C 1.4 -0.4 0.2
C -0.5 0.9 1.1
C -0.6 -3.1 -1.2
C -0.9 -0.4 -1.1

Results
Energy above the lowest of the compared OMol25 structures with the same formula, charge and spin ... 266.60 kJ/mol
SMILES ... O=C[C@]12C=C[C@H](CC1)O2
Net charge ... 0
Molar mass ... 124.139 g mol⁻¹
Energy ... -11480.7969 eV
Kohn-Sham gap ... 10.43 eV

The following is a DFT calculation (ωB97M-V/def2-TZVPD) of a cluster of 2 separate species, C7H8O2 in total.

Each line ends with the Mulliken charge.
Element x y z (Å)
C1 0.8264 1.7782 -0.8873  -0.539
C2 -0.1590 1.3086 -1.6391  -0.396
C3 0.6358 -0.8263 -0.2266  0.561
C4 -1.4081 0.5706 1.2659  0.861
C5 0.3598 0.3752 -0.7137  0.019
C6 1.7109 -1.0899 0.7570  -1.155
C7 -2.3811 0.5122 0.4037  -1.076
O1 -0.1763 -1.8735 -0.4852  -0.502
O2 -0.6049 0.5181 2.0826  -0.365
H1 1.4033 2.6101 -0.3569  0.325
H2 -0.8865 1.3399 -2.4562  0.367
H3 1.7093 -0.4445 1.6019  0.286
H4 2.6406 -0.9955 0.3123  0.377
H5 1.7198 -2.1627 1.1928  0.305
H6 0.3399 -2.4562 -0.9862  0.331
H7 -3.2500 1.0697 0.5702  0.330
H8 -2.4798 -0.2340 -0.4350  0.272

Cartesian forces (eV/Å) of the 6 atoms listed first:
C -0.4 0.1 1.2
C -0.2 0.3 -0.6
C 0.1 1.7 0.5
C -0.8 -1.1 -0.5
C 2.0 0.2 -0.2
C -0.6 -2.3 1.4

Results
Energy above the lowest of the compared OMol25 structures with the same formula, charge and spin ... 532.50 kJ/mol
SMILES ... CC(O)=C1C=C1.C=C=O
Net charge ... 0
Molar mass ... 124.139 g mol⁻¹
Energy ... -11478.0410 eV
Kohn-Sham gap ... 8.41 eV

The following is a DFT calculation (ωB97M-V/def2-TZVPD) of an isolated molecule of C7H8O2.

Each line ends with the Mulliken charge.
Element x y z (Å)
C1 -1.7740 2.1958 -0.3760  0.061
C2 -1.9673 1.0252 -0.1514  -0.439
C3 -0.1549 -0.6024 -0.1545  0.646
C4 0.6284 -0.0939 1.0555  -0.966
C5 1.8593 -0.0289 0.2205  -0.324
C6 0.9926 -0.0034 -1.0210  -0.710
C7 -1.8144 -0.3348 -0.0250  0.428
O1 -0.0986 -1.9868 -0.2511  -0.629
O2 -2.4262 -1.2266 0.4755  -0.547
H1 -1.8564 3.2285 -0.7759  0.367
H2 0.2948 0.8990 1.2738  0.334
H3 0.4549 -0.6956 1.9111  0.342
H4 2.5741 0.8559 0.3963  0.334
H5 2.2479 -1.1361 0.3196  0.190
H6 0.6762 1.0335 -1.3038  0.174
H7 1.1571 -0.5980 -1.8752  0.360
H8 -0.7936 -2.5314 0.2817  0.378

Cartesian forces (eV/Å) of the 6 atoms listed first:
C -0.8 1.0 -1.1
C -1.2 2.8 -0.5
C -1.9 -1.2 0.3
C -1.9 1.1 0.3
C 2.4 -1.8 0.3
C -2.5 1.6 0.0

Results
Energy above the lowest of the compared OMol25 structures with the same formula, charge and spin ... 435.76 kJ/mol
SMILES ... C#CC(=O)C1(O)CCC1
Net charge ... 0
Molar mass ... 124.139 g mol⁻¹
Energy ... -11479.0437 eV
Kohn-Sham gap ... 8.93 eV

The following is a DFT calculation (ωB97M-V/def2-TZVPD) of an isolated molecule of C7H8O2Si.

Each line ends with the Mulliken charge.
Element x y z (Å)
C1 1.0604 2.7861 0.8842  -0.049
C2 1.5486 1.8446 1.7421  -0.508
C3 0.4393 2.4096 -0.3149  -1.116
C4 1.2772 0.5016 1.4701  -0.368
C5 0.3296 1.0264 -0.3294  0.519
C6 0.5424 -0.0620 0.4290  1.109
C7 -2.2555 -2.5856 -0.9825  -0.895
O1 -0.5137 -0.5806 -2.3637  -0.593
O2 0.2815 -1.3053 0.2892  -0.507
Si1 -0.5492 -1.8064 -1.4350  0.434
H1 1.0796 3.9325 1.2139  0.245
H2 2.0664 2.1775 2.6568  0.344
H3 0.3664 3.0722 -1.1481  0.424
H4 1.6600 -0.1789 2.3055  0.286
H5 -2.0121 -3.0545 0.0214  0.258
H6 -3.0273 -1.7695 -1.1120  0.237
H7 -2.5318 -3.3258 -1.6995  0.306
H8 0.2385 -3.0819 -1.6271  -0.126

Cartesian forces (eV/Å) of the 6 atoms listed first:
C -0.3 3.9 0.4
C -0.4 -0.7 0.3
C 0.5 -2.4 0.4
C 2.1 -0.2 4.0
C -0.6 2.1 -1.7
C 0.1 -0.6 -0.7

Results
Energy above the lowest of the compared OMol25 structures with the same formula, charge and spin ... 441.06 kJ/mol
Net charge ... 0
Molar mass ... 152.225 g mol⁻¹
Energy ... -19357.9611 eV
Kohn-Sham gap ... 6.96 eV

The following is a DFT calculation (ωB97M-V/def2-TZVPD) of the ion C7H8OP with charge +1.

Each line ends with the Mulliken charge.
Element x y z (Å)
C1 0.6438 -1.2381 -1.9192  -0.247
C2 1.2994 -0.8489 -0.7967  -0.444
C3 -0.7418 -0.8568 -2.0252  -0.526
C4 -1.4771 -0.2841 -1.0102  -0.408
C5 0.6923 -0.2192 0.2866  0.430
C6 0.7556 1.3834 1.9376  -0.466
C7 -0.8078 0.0266 0.2507  0.303
O1 1.3601 0.4156 1.1441  -0.308
P1 -0.9768 1.6965 1.1574  0.052
H1 1.3897 -1.6085 -2.6737  0.363
H2 2.3914 -1.1118 -0.7140  0.350
H3 -1.4591 -1.2468 -2.7634  0.322
H4 -2.4984 -0.0256 -1.1662  0.437
H5 0.5211 0.8496 2.8245  0.390
H6 1.5705 2.3393 2.0794  0.304
H7 -1.1953 -0.5850 1.0076  0.365
H8 -1.4676 1.3137 2.3806  0.083

Cartesian forces (eV/Å) of the 6 atoms listed first:
C 0.3 1.1 0.1
C 2.8 -1.6 1.0
C -2.5 -1.0 0.1
C 2.6 -0.2 -0.9
C -2.7 0.7 -2.1
C 0.6 3.0 0.2

Results
Energy above the lowest of the compared OMol25 structures with the same formula, charge and spin ... 68.41 kJ/mol
Net charge ... +1
Molar mass ... 139.114 g mol⁻¹
Energy ... -18714.9100 eV
Kohn-Sham gap ... 7.96 eV

The following is a DFT calculation (ωB97M-V/def2-TZVPD) of an isolated molecule of C7H8S.

Each line ends with the Mulliken charge.
Element x y z (Å)
C1 -3.2588 0.2982 0.6284  -0.803
C2 -2.1683 -0.4379 0.4365  -0.168
C3 -0.8454 0.1195 0.1623  -0.115
C4 0.2524 -0.6265 -0.0480  -0.455
C5 1.5997 -0.1342 -0.3362  1.064
C6 2.5499 -0.9718 -0.7997  -0.942
C7 1.9164 1.2740 -0.0587  -0.377
H1 -3.2163 1.3867 0.6130  0.242
H2 -4.2246 -0.1516 0.8185  0.271
H3 -2.2367 -1.5169 0.4689  0.260
H4 -0.7986 1.2198 0.1350  0.234
H5 0.1552 -1.7195 -0.0158  0.233
H6 2.3471 -2.0399 -0.9583  0.267
H7 3.5733 -0.5992 -1.0105  0.253
H8 1.2643 1.7376 0.6809  0.278
S1 3.0905 2.1617 -0.7163  -0.243

Cartesian forces (eV/Å) of the 6 atoms listed first:
C 0.0 0.2 0.1
C 0.2 0.1 -0.1
C 0.2 0.3 0.0
C -0.6 -0.2 0.2
C 0.5 -0.5 -0.3
C 0.4 0.2 0.0

Results
Energy above the lowest of the compared OMol25 structures with the same formula, charge and spin ... 160.84 kJ/mol
SMILES ... C=C/C=C/C(=C)C=S
Net charge ... 0
Molar mass ... 124.208 g mol⁻¹
Energy ... -18221.6459 eV
Kohn-Sham gap ... 7.78 eV

The following is a DFT calculation (ωB97M-V/def2-TZVPD) of an isolated molecule of C7H9B.

Each line ends with the Mulliken charge.
Element x y z (Å)
B1 0.8150 -1.4076 0.2996  0.145
C1 1.7577 -0.1743 0.4149  -0.504
C2 1.3314 1.0669 0.0868  -0.651
C3 -1.4296 -0.4546 0.7716  -0.545
C4 -1.0096 0.7909 0.9364  -0.434
C5 -0.4724 0.1338 -1.2528  -0.932
C6 -0.5789 -1.1665 -0.3813  -0.325
C7 -0.1122 1.2587 -0.2014  0.081
H1 1.1781 -2.5197 0.5529  -0.120
H2 2.7322 -0.4457 0.6471  0.489
H3 1.9681 1.8542 -0.0478  0.505
H4 -2.0530 -1.0929 1.4062  0.384
H5 -1.2130 1.5501 1.6917  0.401
H6 0.1257 -0.1557 -2.1054  0.336
H7 -1.3382 0.5157 -1.7192  0.335
H8 -1.2075 -2.0565 -0.6686  0.361
H9 -0.4939 2.3031 -0.4307  0.473

Cartesian forces (eV/Å) of the 6 atoms listed first:
B -0.2 0.1 -0.5
C -2.0 0.0 -0.4
C -0.6 -2.4 0.6
C 1.2 -1.3 0.5
C -0.3 0.5 0.1
C 0.2 -0.7 -0.3

Results
Energy above the lowest of the compared OMol25 structures with the same formula, charge and spin ... 0.00 kJ/mol
SMILES ... B1C=C[C@@H]2C=C[C@H]1C2
Net charge ... 0
Molar mass ... 103.961 g mol⁻¹
Energy ... -8078.6330 eV
Kohn-Sham gap ... 9.07 eV

The following is a DFT calculation (ωB97M-V/def2-TZVPD) of an isolated molecule of C7H9Br2F3O6P2S.

Each line ends with the Mulliken charge.
Element x y z (Å)
O1 0.7696 1.1430 3.5212  -0.394
C1 0.9713 1.2251 2.4047  0.531
O2 2.1832 1.0430 1.7187  -0.366
C2 1.7528 0.2737 0.6127  -0.325
P1 3.0116 -0.4490 -0.5518  0.894
O3 4.3389 -0.0662 -0.1138  -0.639
O4 2.6818 -0.1767 -2.1053  -0.463
O5 2.8900 -2.0888 -0.3578  -0.547
C3 0.5883 1.1533 0.1005  0.819
C4 -0.5085 0.3633 -0.6744  -1.007
C5 -1.5343 -0.3380 0.2475  -0.746
C6 -2.5805 -1.1754 -0.5155  0.698
F1 -3.4296 -0.2685 -1.1036  -0.286
Br1 -1.8303 -2.3528 -1.8741  -0.086
C7 -3.4428 -1.9990 0.5340  0.461
F2 -3.1139 -1.7265 1.8004  -0.209
F3 -3.3077 -3.3206 0.3498  -0.219
Br2 -5.3718 -1.6409 0.3629  -0.110
P2 0.9397 2.8601 -0.5869  0.105
S1 2.5145 2.9989 -1.7089  -0.354
O6 0.0277 1.4851 1.4178  -0.442
H1 1.1977 -0.6132 1.0078  0.380
H2 2.5310 -1.0113 -2.5827  0.369
H3 1.9447 -2.3019 -0.2519  0.346
H4 0.0179 -0.4168 -1.2559  0.278
H5 -1.0481 1.0150 -1.3856  0.433
H6 -0.9708 -1.0345 0.8982  0.326
H7 -2.0933 0.3612 0.8887  0.343
H8 -0.1838 3.3265 -1.3273  0.109
H9 1.0548 3.7318 0.5307  0.099

Cartesian forces (eV/Å) of the 6 atoms listed first:
O -0.5 0.1 3.9
C 0.9 0.5 -5.3
O 0.0 -0.8 0.9
C -1.4 0.0 -1.4
P 2.0 -0.6 0.4
O 0.3 0.5 -0.1

Results
SMILES ... O=C1O[C@H](P(=O)(O)O)[C@](CC[C@@](F)(Br)C(F)(F)Br)([PH2]=S)O1
Net charge ... 0
Molar mass ... 499.960 g mol⁻¹
Energy ... -197341.0825 eV
Kohn-Sham gap ... 8.72 eV

The following is a DFT calculation (ωB97M-V/def2-TZVPD) of the ion C7H9BrFN2 with charge +1.

Each line ends with the Mulliken charge.
Element x y z (Å)
C1 -0.4043 1.3657 -1.0124  -0.485
C2 -1.5072 0.7602 -1.4152  0.138
C3 0.7894 0.5327 -0.5697  0.116
C4 -0.5018 -1.4375 -0.0721  0.558
C5 2.5547 0.3277 1.3494  -1.353
C6 -2.7419 0.4135 -1.6728  -0.545
C7 1.2381 0.9211 0.9495  0.213
N1 0.4448 -0.8295 -0.4529  -0.223
N2 -1.3122 -2.3945 0.1743  -0.279
F1 0.3385 0.2064 1.7631  -0.325
Br1 -3.5776 -0.2301 -0.0925  -0.112
H1 -0.4115 2.4944 -0.9659  0.345
H2 1.5265 0.6139 -1.3062  0.504
H3 2.6940 -0.7117 1.1420  0.358
H4 2.7011 0.6394 2.4357  0.332
H5 3.3368 0.7906 0.8441  0.440
H6 -3.1979 0.2097 -2.6632  0.380
H7 1.1670 1.9741 1.0693  0.426
H8 -1.0614 -2.9445 0.9035  0.231
H9 -2.0751 -2.7017 -0.4077  0.281

Cartesian forces (eV/Å) of the 6 atoms listed first:
C -1.4 -0.1 -0.2
C 0.3 1.6 -0.2
C -0.7 1.5 2.4
C 1.9 0.2 -1.7
C -0.1 1.5 1.9
C 0.8 -0.9 -0.2

Results
Energy above the lowest of the compared OMol25 structures with the same formula, charge and spin ... 56.04 kJ/mol
SMILES ... C[C@H](F)[C@H](C=C=CBr)N=C=[NH2+]
Net charge ... +1
Molar mass ... 220.065 g mol⁻¹
Energy ... -83134.6779 eV
Kohn-Sham gap ... 9.26 eV

The following is a DFT calculation (ωB97M-V/def2-TZVPD) of an isolated molecule of C7H9BrO2.

Each line ends with the Mulliken charge.
Element x y z (Å)
C1 0.8912 -2.7438 0.7596  -1.123
C2 1.3180 -1.4206 0.4833  0.277
C3 -0.9837 1.4066 1.2503  -0.507
C4 0.3874 1.7094 -0.8425  -0.626
C5 -0.9833 1.6530 -0.2860  -0.146
C6 0.9387 -0.5558 -0.5563  0.413
C7 -1.4830 0.2764 0.2377  -0.155
O1 1.2439 0.6881 -0.3151  -0.431
O2 0.4149 -0.8887 -1.7232  -0.459
Br1 -3.1905 -0.5040 -0.0396  -0.165
H1 1.4143 -3.2925 1.4428  0.305
H2 0.1306 -3.2033 0.1867  0.265
H3 2.0269 -0.9448 1.1815  0.281
H4 -0.0045 1.0958 1.4817  0.205
H5 -1.5998 2.0243 1.8608  0.362
H6 0.2603 1.5276 -2.0109  0.266
H7 0.8687 2.6389 -0.7609  0.420
H8 -1.7159 2.3634 -0.6907  0.475
H9 0.0657 -1.8300 -1.6592  0.343

Cartesian forces (eV/Å) of the 6 atoms listed first:
C 0.5 4.0 -2.3
C -0.3 -2.4 1.0
C -1.5 -1.8 -3.3
C -0.6 -1.8 -4.4
C -1.2 -1.6 2.1
C -1.4 -1.3 2.0

Results
Energy above the lowest of the compared OMol25 structures with the same formula, charge and spin ... 411.99 kJ/mol
Net charge ... 0
Molar mass ... 205.051 g mol⁻¹
Energy ... -81536.4896 eV
Kohn-Sham gap (spin up / spin down) ... 5.88 / 8.36 eV